(1)
{
  "formula": "C9H24CoF6N3O15S6",
  "method": "wB97M-V/def2-TZVPD",
  "symbols": ["Co", "N", "S", "O", "O", "F", "S", "O", "O", "F", "N", "S", "O", "O", "F", "S", "O", "O", "F", "N", "S", "O", "O", "F", "S", "O", "O", "F", "C", "C", "C", "O", "H", "H", "H", "H", "H", "H", "H", "H", "C", "C", "C", "O", "H", "H", "H", "H", "H", "H", "H", "H", "C", "C", "C", "O", "H", "H", "H", "H", "H", "H", "H", "H"],
  "coordinates": [[0.3373, -0.4736, 0.1323], [0.3068, 4.1391, -0.3316], [0.8056, 4.5342, -1.7610], [0.6674, 3.4905, -2.7717], [1.9140, 5.4261, -1.8425], [-0.3959, 5.5199, -2.2673], [1.5110, 2.9198, -0.1358], [2.7944, 2.9480, -0.8608], [0.9916, 1.5716, 0.0652], [1.8415, 3.3974, 1.3859], [-2.4088, 3.1862, 0.9351], [-2.5402, 1.9469, -0.2604], [-3.8384, 1.6983, -0.8285], [-1.6000, 0.8345, -0.1140], [-1.8778, 2.7864, -1.4554], [-3.3866, 2.4217, 1.9407], [-3.0952, 1.0088, 2.3036], [-4.7679, 2.8565, 1.7725], [-3.0307, 3.2188, 3.3182], [2.1117, -1.2128, 0.4166], [2.7859, -2.5387, 1.2599], [3.6712, -2.2879, 2.3872], [2.8747, -3.7794, 0.4988], [1.3551, -2.8718, 1.9799], [3.5224, -0.6645, 0.1172], [4.6285, -1.5419, -0.3689], [3.8381, 0.5845, 0.7639], [3.0816, -0.1426, -1.2901], [-0.7279, -4.6671, 0.3253], [-0.5684, -3.4643, -0.5997], [-1.6642, -3.4108, -1.6269], [-0.8219, -2.3872, 0.2572], [-0.5412, -5.5688, -0.2580], [-1.7300, -4.8077, 0.7306], [-0.0333, -4.7196, 1.1637], [0.4273, -3.4441, -1.0425], [-1.6391, -2.5013, -2.2271], [-2.6594, -3.5901, -1.2200], [-1.5684, -4.2450, -2.3219], [-1.5157, -2.6552, 0.8640], [-0.1897, 1.8190, 3.5422], [0.3761, 0.4773, 3.0439], [0.5123, -0.5088, 4.2376], [-0.4502, -0.1470, 2.0833], [-1.1688, 1.6654, 3.9959], [-0.1983, 2.5065, 2.6964], [0.5297, 2.3477, 4.1674], [1.3772, 0.6932, 2.6706], [1.1346, -0.0929, 5.0299], [0.8255, -1.5010, 3.9128], [-0.4524, -0.5330, 4.7444], [-1.3311, -0.2440, 2.4523], [1.1083, 0.6051, -3.7200], [-0.1252, 0.2186, -2.9678], [-1.2129, -0.3663, -3.8437], [0.2266, -0.7101, -1.9811], [1.4304, -0.2037, -4.3759], [2.0027, 0.8449, -3.1450], [0.9251, 1.4560, -4.3761], [-0.4920, 1.1153, -2.4684], [-1.5540, 0.3288, -4.6109], [-2.1399, -0.6019, -3.3211], [-0.7526, -1.2492, -4.2871], [0.5636, -1.4345, -2.5132]],
  "lumo_energy_ev": [1.701, 1.303],
  "orbital_gap_ev": [9.06, 8.66],
  "s2": 3.755,
  "spin_multiplicity": 4,
  "homo_ev": [-7.356, -7.355],
  "total_charge": -1
}



(2)
{
  "formula": "C20H29N7O8Sr",
  "method": "wB97M-V/def2-TZVPD",
  "symbols": ["Sr", "O", "C", "O", "C", "N", "C", "C", "N", "C", "C", "N", "C", "C", "N", "C", "C", "C", "C", "O", "O", "C", "C", "O", "O", "C", "C", "O", "O", "H", "H", "H", "H", "H", "H", "H", "H", "H", "H", "H", "H", "H", "H", "H", "H", "H", "H", "H", "H", "H", "H", "H", "H", "N", "C", "C", "N", "C", "C", "N", "H", "H", "H", "H", "H"],
  "coordinates": [[0.3098, -0.7278, -0.9509], [-3.7738, -1.8127, -1.7866], [-2.8358, -1.0956, -1.3833], [-1.7493, -0.8830, -1.9629], [-3.0613, -0.4323, -0.0086], [-2.1336, 0.6383, 0.3131], [-2.2516, 0.9597, 1.7204], [-1.0590, 1.6831, 2.3591], [0.2408, 1.2588, 1.8699], [1.2108, 2.3020, 2.1330], [2.6150, 2.0620, 1.5344], [2.6525, 1.1764, 0.3904], [2.5875, 1.8191, -0.9100], [1.3326, 2.6454, -1.1794], [0.0942, 1.8810, -1.3660], [-1.0293, 2.5975, -0.7737], [-2.2931, 1.7603, -0.5875], [-0.1425, 1.6810, -2.7939], [0.9863, 0.8459, -3.4601], [1.5531, 1.3561, -4.4361], [1.2005, -0.2770, -2.9462], [3.7917, 0.2727, 0.4109], [3.5217, -1.1155, -0.2559], [4.5312, -1.7962, -0.4628], [2.3204, -1.4111, -0.4443], [0.6596, -0.0161, 2.4448], [-0.3194, -1.1885, 2.1487], [-0.9302, -1.6649, 3.1174], [-0.3924, -1.5674, 0.9546], [-2.9064, -1.2394, 0.7098], [-4.1179, -0.1131, 0.0598], [-2.3809, 0.0210, 2.2544], [-3.1537, 1.5793, 1.9139], [-1.1328, 1.5285, 3.4534], [-1.1603, 2.7609, 2.1895], [1.3372, 2.4515, 3.2274], [0.8074, 3.2418, 1.7404], [3.2344, 1.6240, 2.3198], [3.0544, 3.0513, 1.3044], [2.6697, 1.0320, -1.6582], [3.4551, 2.5020, -1.0449], [1.5341, 3.2462, -2.0802], [1.2032, 3.3426, -0.3477], [-1.2959, 3.4729, -1.4005], [-0.7220, 2.9663, 0.2015], [-2.5934, 1.3661, -1.5573], [-3.0991, 2.4437, -0.2435], [-0.2333, 2.6523, -3.3124], [-1.0562, 1.1073, -2.9381], [4.0655, 0.0363, 1.4411], [4.6830, 0.7146, -0.0644], [0.7687, 0.0677, 3.5432], [1.6113, -0.2935, 1.9950], [-3.1822, -4.4023, -0.3768], [-1.8061, -4.3264, -0.4316], [-1.1545, -3.7782, -1.5533], [0.1575, -3.6585, -1.6032], [0.8516, -4.1041, -0.5502], [0.2130, -4.7212, 0.5080], [-1.1086, -4.8474, 0.5734], [-3.6289, -3.6394, -0.8873], [-3.5120, -4.4988, 0.5723], [-1.7257, -3.4457, -2.4103], [1.9229, -3.9615, -0.5834], [0.7643, -5.1302, 1.3477]],
  "lumo_energy_ev": 4.495,
  "orbital_gap_ev": 7.52,
  "homo_ev": -3.027,
  "total_charge": -2
}



(3)
{
  "formula": "C20H23N3O5",
  "method": "wB97M-V/def2-TZVPD",
  "symbols": ["C", "O", "C", "C", "C", "C", "C", "N", "C", "O", "C", "N", "C", "C", "O", "C", "O", "N", "C", "C", "C", "C", "O", "C", "C", "C", "C", "C", "H", "H", "H", "H", "H", "H", "H", "H", "H", "H", "H", "H", "H", "H", "H", "H", "H", "H", "H", "H", "H", "H", "H"],
  "coordinates": [[4.2256, 5.7112, 1.4861], [3.1102, 4.9281, 1.8370], [3.2165, 3.5728, 1.7597], [4.3499, 2.8818, 1.3475], [4.3306, 1.4989, 1.2869], [3.2015, 0.7809, 1.6447], [3.1318, -0.7105, 1.4448], [2.5109, -0.9546, 0.1506], [1.1937, -1.1496, 0.0311], [0.4550, -1.4412, 0.9619], [0.6889, -0.8754, -1.3967], [0.4936, 0.5691, -1.4681], [1.5221, 1.4233, -1.6696], [1.1305, 2.8792, -1.6718], [2.6663, 1.0339, -1.8140], [-0.6169, -1.5611, -1.8476], [-0.7916, -1.8077, -3.0221], [-1.4929, -1.7576, -0.8435], [-2.7640, -2.3427, -0.9041], [-3.4231, -2.6182, -2.1004], [-4.6817, -3.1778, -2.0784], [-5.3169, -3.4753, -0.8719], [-6.5601, -4.0266, -0.9716], [-7.2419, -4.3633, 0.2109], [-4.6595, -3.1978, 0.3217], [-3.3959, -2.6360, 0.2990], [2.0718, 1.4770, 2.0641], [2.0765, 2.8530, 2.1240], [3.9142, 6.7454, 1.6241], [4.5127, 5.5561, 0.4412], [5.0828, 5.5027, 2.1341], [5.2473, 3.4056, 1.0598], [5.2131, 0.9758, 0.9491], [2.5073, -1.1857, 2.2037], [4.1265, -1.1607, 1.4464], [2.9862, -0.5264, -0.6412], [1.4671, -1.1353, -2.1243], [-0.4346, 0.9232, -1.2989], [1.9283, 3.4622, -2.1223], [0.2043, 3.0385, -2.2173], [1.0008, 3.2081, -0.6414], [-1.1127, -1.6367, 0.0998], [-2.9408, -2.4009, -3.0384], [-5.2011, -3.3986, -2.9972], [-7.4313, -3.4817, 0.8324], [-8.1925, -4.7882, -0.1076], [-6.6915, -5.1081, 0.7952], [-5.1160, -3.4141, 1.2746], [-2.8893, -2.4267, 1.2303], [1.1820, 0.9295, 2.3381], [1.2064, 3.4021, 2.4494]],
  "lumo_energy_ev": 0.658,
  "orbital_gap_ev": 8.55,
  "homo_ev": -7.895,
  "total_charge": 0
}



(4)
{
  "formula": "C40H45N4O4RbSSb2",
  "method": "wB97M-V/def2-TZVPD",
  "symbols": ["Rb", "O", "C", "C", "C", "C", "C", "C", "C", "N", "C", "C", "N", "C", "C", "C", "C", "C", "C", "C", "O", "H", "H", "H", "H", "H", "H", "H", "H", "H", "H", "H", "H", "H", "H", "C", "Sb", "C", "C", "C", "C", "C", "C", "C", "C", "C", "Sb", "C", "C", "H", "H", "H", "H", "H", "H", "H", "H", "H", "H", "H", "H", "H", "H", "H", "H", "H", "H", "H", "H", "C", "C", "C", "C", "C", "C", "C", "S", "O", "O", "N", "C", "C", "C", "C", "C", "N", "H", "H", "H", "H", "H", "H", "H", "H", "H", "H", "H"],
  "coordinates": [[0.7270, -0.3493, -0.4759], [-1.1888, -1.1185, -2.3431], [-0.5405, -1.9708, -3.0311], [-0.4908, -1.8701, -4.4613], [0.2692, -2.7033, -5.2413], [1.0448, -3.7205, -4.6716], [0.9996, -3.8703, -3.3030], [0.2114, -3.0692, -2.4632], [0.2522, -3.4391, -1.0475], [-0.4691, -2.9804, -0.1062], [-0.2460, -3.4766, 1.2411], [-0.2759, -2.3461, 2.2624], [1.0114, -1.6587, 2.3358], [1.1289, -0.6567, 3.1125], [0.1242, 0.0270, 3.9446], [0.4573, 0.3043, 5.2701], [-0.4141, 0.9375, 6.1390], [-1.6604, 1.3372, 5.6359], [-2.0005, 1.1329, 4.3207], [-1.1138, 0.5054, 3.3796], [-1.3996, 0.4074, 2.1498], [-1.0707, -1.0669, -4.9030], [0.2783, -2.5579, -6.3177], [1.6719, -4.3561, -5.2834], [1.5973, -4.6480, -2.8353], [1.0225, -4.1959, -0.8199], [0.7003, -4.0337, 1.3270], [-1.0616, -4.1752, 1.4682], [-0.5059, -2.7547, 3.2545], [-1.0730, -1.6393, 2.0063], [2.1470, -0.2545, 3.1844], [1.4367, -0.0086, 5.6255], [-0.1399, 1.1220, 7.1701], [-2.3693, 1.8342, 6.2925], [-2.9559, 1.4710, 3.9334], [-5.3314, -0.5798, 0.7703], [-3.4982, -0.8212, -0.3597], [-3.5946, -2.9587, -0.4067], [-4.5327, -0.6175, -2.2639], [-5.1332, 0.7433, -2.4168], [-6.5095, 0.9138, -2.2529], [-7.1194, 2.1535, -2.3674], [-6.3444, 3.2666, -2.6605], [-4.9761, 3.1165, -2.8213], [-4.3441, 1.8774, -2.6942], [-2.8636, 1.7922, -2.8351], [-1.6550, 2.3391, -1.0972], [-3.1444, 2.8232, 0.3613], [-1.4343, 4.3970, -1.7411], [-6.0948, -1.3045, 0.4752], [-5.7179, 0.4274, 0.6049], [-5.1199, -0.6949, 1.8346], [-4.6070, -3.2684, -0.6779], [-3.3384, -3.3655, 0.5716], [-2.8687, -3.3174, -1.1324], [-5.3109, -1.3815, -2.3272], [-3.7769, -0.8289, -3.0215], [-7.1111, 0.0385, -2.0310], [-8.1907, 2.2463, -2.2328], [-6.7991, 4.2452, -2.7613], [-4.3645, 3.9840, -3.0471], [-2.5191, 2.4958, -3.5974], [-2.5069, 0.7969, -3.0974], [-4.1111, 3.0325, -0.1001], [-2.7894, 3.7140, 0.8836], [-3.2076, 2.0051, 1.0771], [-2.4041, 4.8679, -1.9139], [-0.8462, 4.4332, -2.6592], [-0.9009, 4.9554, -0.9705], [7.1183, -2.4626, 3.4587], [6.3907, -1.8911, 2.2701], [7.0903, -1.3926, 1.1780], [6.4192, -0.8894, 0.0689], [5.0355, -0.8765, 0.0460], [4.3195, -1.3707, 1.1316], [4.9974, -1.8721, 2.2293], [4.1294, -0.2356, -1.3615], [3.2044, -1.2971, -1.7035], [5.1332, 0.1144, -2.3479], [3.2638, 0.9402, -0.7662], [3.8022, 2.1503, -0.4210], [5.1349, 2.5722, -0.6397], [5.5249, 3.8255, -0.2205], [4.6120, 4.6734, 0.3947], [3.3209, 4.1900, 0.5442], [2.9181, 2.9869, 0.1647], [8.0028, -1.8725, 3.7056], [7.4513, -3.4855, 3.2634], [6.4736, -2.4898, 4.3375], [8.1757, -1.3929, 1.1897], [6.9621, -0.5062, -0.7854], [3.2355, -1.3846, 1.1299], [4.4248, -2.2556, 3.0672], [5.8303, 1.9234, -1.1492], [6.5506, 4.1410, -0.3823], [4.8790, 5.6638, 0.7385], [2.5615, 4.8085, 1.0170]],
  "lumo_energy_ev": 3.865,
  "orbital_gap_ev": 6.05,
  "homo_ev": -2.187,
  "total_charge": -2
}



Values for E_tot, hartree, ordered as above
-6021.2531; -1795.7088; -1316.4445; -2974.0548